1.
# C6H18Si4

One molecule with the formula C6H18Si4 at a distorted geometry (ωB97M-V/def2-TZVPD, OMol25).

Structure (XYZ):
```
28
Properties=species:S:1:pos:R:3
Si 0.672 0.085 0.332
Si -1.869 0.637 -0.493
Si 2.775 -1.189 0.455
Si 0.176 1.592 2.144
C -0.062 1.091 -1.123
C -1.096 -0.972 0.214
C -1.638 -1.395 1.615
C 0.114 2.583 -1.097
C 0.166 0.379 -2.470
C -1.196 -2.203 -0.729
H 3.603 -0.508 -0.625
H -0.361 3.162 -1.915
H 0.740 -0.513 -2.268
H -0.434 3.038 -0.229
H 0.716 2.941 2.291
H -0.652 0.395 -3.098
H -0.213 -2.304 -1.259
H 3.199 -0.902 1.823
H -1.216 -0.767 2.399
H 2.345 -2.616 -0.067
H 0.844 0.986 -3.054
H -1.203 -3.109 -0.088
H -2.698 -1.328 1.763
H 1.226 2.948 -0.795
H -1.236 -2.363 1.831
H -1.347 1.582 2.425
H -2.101 -2.045 -1.301
H 0.746 0.796 3.320
```

Total charge ... 0
LUMO energy (spin up / spin down) ... 0.0139 / -0.0666 Ha
2S+1 ... 3
HOMO level (spin up / spin down) ... -0.21675 / -0.31610 Ha
HOMO-LUMO gap (spin up / spin down) ... 0.2307 / 0.2495 Ha

=====

2.
# BrK

BrK as an isolated structure (ωB97M-V/def2-TZVPD, OMol25).

Structure (XYZ):
```
2
Properties=species:S:1:pos:R:3
Br 0.241 -1.196 -0.719
K -0.241 1.196 0.719
```

Total charge ... 0
LUMO energy ... -0.0336 Ha
2S+1 ... 1
HOMO level ... -0.29509 Ha
HOMO-LUMO gap ... 0.2615 Ha

=====

3.
# C25H62F3NNbO17S5

C25H62F3NNbO17S5 as an isolated structure at a distorted geometry (ωB97M-V/def2-TZVPD, OMol25).

Structure (XYZ):
```
114
Properties=species:S:1:pos:R:3
Nb 5.005 -1.643 -8.009
S -6.822 3.173 5.571
S -5.193 -1.272 7.502
S -1.702 -0.568 -9.922
S -3.471 5.112 -0.969
S -0.397 -5.118 11.692
F -0.356 -0.139 -4.190
F 0.637 0.868 -2.435
F -0.140 2.099 -4.270
O -5.008 -0.088 8.301
O 9.423 0.201 -7.947
O -0.293 -0.762 -9.720
O -7.929 3.055 4.658
O -6.496 -1.835 7.268
O 1.651 0.777 -6.025
O -0.770 -6.271 12.466
O -2.712 5.749 0.074
O -2.480 -0.955 -8.560
O -5.559 2.359 4.968
O -6.365 4.451 6.047
O -2.883 3.628 -1.209
O 0.452 -4.112 12.627
O -3.689 5.740 -2.245
O -4.213 -2.432 8.051
O -2.233 0.670 -10.426
O -1.368 -4.357 10.950
N 8.593 0.051 -5.697
C -4.400 -1.031 5.938
C -4.327 3.986 3.630
C -2.093 -0.301 -7.346
C 1.899 0.802 -4.605
C -0.256 -3.266 13.536
C 3.230 -0.986 -6.742
C 11.035 -0.827 -5.362
C 9.308 0.690 -6.805
C -2.324 -1.890 -10.919
C 0.921 -5.577 10.604
C -0.457 3.891 -1.220
C 7.426 -0.769 -6.157
C -5.523 -3.644 9.714
C 9.501 -0.854 -4.916
C -4.296 -2.798 9.431
C 6.408 -0.017 -7.132
C -0.756 -4.033 14.746
C 9.939 2.133 -6.479
C 0.509 0.924 -3.833
C -7.114 2.126 6.966
C -5.105 2.683 3.653
C -1.695 3.482 -1.995
C 2.961 0.583 -6.703
C -5.038 4.626 -0.301
C -2.609 1.125 -7.286
H 11.604 -1.486 -4.608
H 5.506 -2.721 -6.595
H -3.413 -1.856 -10.910
H 9.474 -0.495 -3.824
H -2.529 -0.874 -6.526
H -5.606 4.107 -1.072
H 2.521 1.717 -4.334
H -3.685 1.154 -7.474
H -1.960 -2.836 -10.522
H 2.295 -1.458 -7.221
H -1.780 4.042 -2.930
H 6.827 -1.023 -5.209
H -0.414 3.372 -0.259
H 0.447 -2.498 13.865
H 0.542 -6.343 9.928
H -5.945 2.712 2.953
H -3.890 4.159 2.645
H -7.908 2.577 7.561
H -4.870 3.981 0.560
H -7.421 1.142 6.614
H 10.805 2.394 -7.159
H 11.525 0.205 -5.266
H 3.296 -1.467 -5.699
H 3.995 -3.000 -8.664
H -3.530 3.973 4.377
H -6.440 -3.067 9.576
H 2.457 -0.116 -4.236
H 1.237 -4.701 10.040
H -2.131 1.749 -8.043
H -6.200 2.061 7.555
H -3.400 -3.381 9.657
H -1.618 2.426 -2.259
H -4.366 -1.983 5.411
H -5.563 5.529 0.009
H -4.994 -0.312 5.372
H 6.471 -2.296 -8.883
H 11.232 -1.306 -6.379
H 2.802 1.011 -7.753
H 7.708 -1.771 -6.617
H 10.363 2.029 -5.416
H 0.446 3.664 -1.789
H -1.957 -1.742 -11.935
H -4.449 1.870 3.336
H 4.540 -0.540 -9.392
H -4.973 4.835 3.864
H -1.190 -3.354 15.481
H 9.162 -1.945 -4.987
H -1.077 -2.755 13.024
H -5.572 -4.495 9.031
H -1.007 -0.334 -7.222
H -5.510 -4.011 10.742
H 9.137 2.941 -6.423
H 1.742 -5.978 11.196
H 6.887 0.467 -8.042
H 0.059 -4.591 15.212
H -0.461 4.962 -1.008
H -4.272 -1.909 10.067
H -1.523 -4.758 14.463
H -2.405 1.567 -6.309
H 5.840 0.786 -6.563
H 3.708 1.178 -6.088
H -3.398 -0.641 6.105
```

Total charge ... -1
LUMO energy ... 0.0443 Ha
2S+1 ... 1
HOMO level ... -0.18254 Ha
HOMO-LUMO gap ... 0.2269 Ha

=====

4.
# C23H17N4O4P

A 2-piece molecular cluster, C23H17N4O4P overall at a distorted geometry (ωB97M-V/def2-TZVPD, OMol25).

Structure (XYZ):
```
49
Properties=species:S:1:pos:R:3
P 0.697 -0.119 1.569
O -1.287 3.266 -1.473
O -1.784 -3.368 -1.870
O 0.544 2.246 -0.807
O 0.157 -3.128 -0.671
N -2.884 -2.558 -2.253
N -0.680 2.239 -1.107
N -0.872 -2.621 -1.097
N -3.274 -0.193 -2.015
C 3.159 -0.941 0.627
C 2.511 -0.136 1.582
C -1.092 -2.053 2.399
C -1.389 0.996 -1.046
C -0.043 0.915 4.074
C 0.028 3.287 4.591
C -2.696 0.932 -1.595
C 4.549 -1.088 0.688
C 0.251 -1.634 2.447
C 3.259 0.555 2.551
C -0.145 1.958 4.999
C 0.302 1.199 2.743
C 4.642 0.371 2.621
C -0.559 -3.905 3.869
C 1.185 -2.360 3.205
C 0.463 2.532 2.331
C 0.769 -3.475 3.937
C 0.309 3.569 3.249
C -1.364 -1.330 -1.019
C 5.289 -0.456 1.695
C -1.480 -3.207 3.080
C -0.704 -0.168 -0.663
C -2.608 -1.326 -1.741
H 0.706 2.748 1.294
H 0.372 -0.175 -0.372
H 2.569 -1.448 -0.137
H 1.498 -4.000 4.556
H -0.212 -0.115 4.384
H 0.422 4.599 2.910
H -0.354 1.719 6.041
H -1.817 -1.477 1.822
H -0.041 4.095 5.323
H -3.237 1.869 -1.733
H 6.368 -0.610 1.768
H -0.876 -4.779 4.439
H -2.510 -3.553 2.997
H 2.754 1.222 3.250
H 5.054 -1.709 -0.054
H 5.203 0.880 3.406
H 2.232 -2.050 3.218
```

Total charge ... 0
SMILES string ... O=[N+]([O-])c1cnc2no[n+]([O-])c2c1.c1ccc(P(c2ccccc2)c2ccccc2)cc1
LUMO energy ... -0.0667 Ha
2S+1 ... 1
HOMO level ... -0.29546 Ha
HOMO-LUMO gap ... 0.2287 Ha

=====

5.
# C23H29BrHfN4OS

C23H29BrHfN4OS as an isolated structure at a distorted geometry (ωB97M-V/def2-TZVPD, OMol25).

Structure (XYZ):
```
60
Properties=species:S:1:pos:R:3
Hf 0.457 -0.616 0.022
Br 0.561 -0.743 -2.755
S -1.766 1.497 -1.096
O -0.422 1.101 -0.232
N 0.236 -0.957 2.119
N 2.492 -0.612 -0.790
N -0.525 -2.546 0.122
N -0.458 -1.955 2.455
C 0.993 0.668 5.344
C -1.579 -3.929 1.788
C -3.092 0.723 -0.116
C 4.885 -0.536 -1.024
C 6.244 -0.489 -0.382
C 0.714 -0.079 3.097
C 3.740 -0.562 -0.250
C -4.008 -0.641 -2.083
C -2.602 3.856 -2.118
C -0.867 -2.818 1.429
C 1.487 0.997 2.626
C 0.465 -0.252 4.464
C 4.711 -0.559 -2.411
C -1.963 -4.834 0.794
C -1.613 -4.582 -0.525
C -1.552 3.966 -3.221
C 2.011 1.909 3.507
C -4.297 0.388 -0.992
C -2.044 3.266 -0.816
C 1.757 1.740 4.871
C -0.906 -3.437 -0.828
C 2.389 -0.637 -2.133
C 3.438 -0.614 -2.994
H 3.300 -0.642 -4.068
H 1.685 1.130 1.556
H -4.918 -0.881 -2.629
H 6.355 0.407 0.232
H -0.120 -1.092 4.811
H -0.975 3.040 -3.341
H -5.062 0.012 -0.310
H 2.608 2.744 3.166
H -1.062 3.675 -0.562
H -2.523 -5.726 1.054
H -2.983 4.842 -1.847
H -1.813 -4.085 2.835
H -3.478 3.290 -2.449
H 6.397 -1.353 0.268
H 5.580 -0.539 -3.060
H -3.332 1.407 0.698
H -1.879 -5.267 -1.320
H 3.800 -0.548 0.832
H 0.820 0.556 6.406
H -3.637 -1.578 -1.648
H 7.033 -0.485 -1.130
H -2.021 4.179 -4.179
H 2.165 2.456 5.574
H -0.848 4.771 -3.011
H -3.287 -0.280 -2.823
H -2.716 3.354 0.038
H -4.709 1.307 -1.417
H -2.644 -0.185 0.299
H -0.623 -3.221 -1.847
```

Total charge ... +4
LUMO energy ... -0.5272 Ha
2S+1 ... 1
HOMO level ... -0.75135 Ha
HOMO-LUMO gap ... 0.2242 Ha

=====

6.
# C38H52CaN3O5S

C38H52CaN3O5S as an isolated structure (ωB97M-V/def2-TZVPD, OMol25).

Structure (XYZ):
```
100
Properties=species:S:1:pos:R:3
Ca -1.287 -0.344 -1.485
S -4.321 0.286 -2.071
O -1.656 1.368 0.122
O -2.084 -1.713 0.447
O 0.669 -1.191 -2.478
O -2.593 -2.242 -1.640
O -1.809 -1.233 -4.454
N -2.851 2.584 -4.157
N 0.658 0.069 -0.080
N -0.868 1.589 -3.063
C -7.077 -1.379 0.381
C 3.047 -1.582 -4.059
C 2.514 0.385 4.866
C -3.688 3.449 -3.310
C 0.265 0.398 1.120
C 4.467 -1.713 -4.612
C -3.030 3.088 3.661
C -5.026 -2.513 0.832
C 0.936 0.078 2.353
C 3.043 -1.145 -2.594
C -5.080 -0.790 -0.902
C 3.092 -0.175 0.064
C -6.372 -2.331 1.112
C 2.319 -0.530 -4.912
C 0.381 0.365 3.545
C -3.471 1.834 -5.251
C 2.366 -2.952 -4.211
C 1.058 -0.102 4.838
C -3.912 0.760 3.304
C 1.038 -1.637 4.884
C -1.777 2.067 -3.596
C 6.403 0.841 -0.723
C -3.808 2.369 1.429
C -4.396 -1.786 -0.171
C -6.442 -0.624 -0.592
C 1.777 -0.924 -1.921
C 4.201 -0.943 -1.897
C 0.361 0.426 6.094
C 1.842 -0.371 -0.579
C -0.910 1.021 3.568
C -1.648 1.357 2.486
C -1.075 1.068 1.167
C -3.075 1.897 2.692
C 6.441 -1.531 0.073
C 4.270 -0.461 -0.559
C -2.937 -1.987 -0.446
C 5.636 -0.223 0.076
C 5.518 0.257 1.522
H -4.794 2.732 1.739
H 1.286 -0.400 -4.598
H -4.946 1.089 3.440
H -3.284 3.189 0.935
H -1.343 1.209 4.542
H -3.325 4.477 -3.340
H 1.354 -2.941 -3.817
H 1.839 -0.513 2.297
H 5.047 -2.469 -4.076
H 6.515 0.376 1.953
H 6.598 -1.905 -0.940
H 5.847 1.781 -0.741
H -8.131 -1.211 0.580
H -2.609 2.824 4.634
H -2.695 1.353 -5.839
H -3.917 -0.108 2.640
H -4.143 1.067 -4.860
H -2.435 3.904 3.243
H 2.823 0.437 -4.832
H -3.952 1.580 0.693
H -3.714 3.068 -2.289
H 0.921 0.105 6.975
H 5.141 -1.124 -2.404
H -4.439 -3.230 1.395
H -4.020 2.530 -5.884
H 0.012 -2.012 4.854
H 2.329 -0.834 -5.963
H 5.917 -2.306 0.638
H -3.518 0.451 4.276
H 2.327 -3.230 -5.269
H 7.382 1.027 -0.272
H 2.936 -3.720 -3.681
H 4.413 -2.019 -5.659
H 2.558 1.476 4.822
H -6.994 0.135 -1.133
H -4.703 3.418 -3.698
H 3.005 0.056 5.786
H 3.099 0.297 1.034
H 6.563 0.528 -1.757
H 4.970 -0.462 2.136
H 3.086 -0.006 4.023
H 0.316 1.518 6.104
H -2.459 -1.523 -3.792
H 1.571 -2.063 4.032
H -4.044 3.459 3.829
H -0.655 0.038 6.192
H 7.423 -1.374 0.529
H 1.512 -1.997 5.801
H -6.859 -2.912 1.885
H 5.010 -0.764 -4.571
H -0.938 -1.356 -4.056
H 5.010 1.221 1.586
```

Total charge ... -1
LUMO energy (spin up / spin down) ... 0.0346 / 0.0344 Ha
2S+1 ... 1
HOMO level (spin up / spin down) ... -0.14156 / -0.14156 Ha
HOMO-LUMO gap (spin up / spin down) ... 0.1761 / 0.1759 Ha

=====

7.
# C3H4ClN

One molecule with the formula C3H4ClN at a distorted geometry (ωB97M-V/def2-TZVPD, OMol25).

Structure (XYZ):
```
9
Properties=species:S:1:pos:R:3
Cl 1.395 -1.398 0.191
N -1.849 -1.703 -0.128
C -1.301 -0.699 0.135
C 0.761 0.273 -0.392
C -0.311 0.568 0.503
H 0.248 0.052 -1.270
H -0.666 1.529 0.114
H 1.770 0.941 -0.802
H -0.047 0.437 1.649
```

Total charge ... 0
SMILES string ... N#CCCCl
LUMO energy ... 0.0206 Ha
2S+1 ... 1
HOMO level ... -0.39814 Ha
HOMO-LUMO gap ... 0.4187 Ha

=====

8.
# C5H29NO8S

A 9-piece molecular cluster, C5H29NO8S overall at a distorted geometry (ωB97M-V/def2-TZVPD, OMol25).

Structure (XYZ):
```
44
Properties=species:S:1:pos:R:3
S 2.953 -2.993 -0.172
O -0.020 0.458 -3.141
O 2.822 1.426 2.187
O -2.430 2.312 2.465
O -0.601 -2.958 -2.546
O 2.322 2.943 -0.170
O -0.005 1.570 3.081
O -0.965 -2.501 2.558
O 0.610 3.092 -2.535
N -0.926 -0.919 -0.350
C 1.489 -0.617 -0.394
C 1.939 -1.761 -1.187
C -3.166 -0.117 -0.727
C 0.311 -0.852 0.522
C -1.994 -0.062 0.198
H -2.190 -0.322 1.302
H 0.344 0.029 1.180
H 1.435 2.645 -0.307
H -1.575 -3.139 2.289
H 0.677 1.008 2.645
H -2.789 0.192 -1.782
H -1.652 2.616 2.581
H -1.348 0.961 0.137
H 3.016 2.025 1.421
H 0.324 2.209 -2.808
H -0.521 -0.120 -3.674
H -1.229 -2.190 3.476
H -3.517 -1.207 -0.668
H 2.358 3.965 -0.163
H -1.183 -1.845 -0.661
H 1.374 0.234 -1.078
H 3.447 0.755 2.248
H 0.431 -1.759 1.069
H 1.033 -2.300 -1.614
H -0.127 -1.982 -2.512
H -1.570 -2.987 -2.652
H 0.340 2.064 3.829
H -3.989 0.726 -0.629
H -0.132 3.559 -2.282
H 2.362 -0.128 0.126
H 2.504 -1.636 -2.202
H 0.053 -0.138 -2.318
H 2.092 -3.599 0.600
H -2.307 1.346 2.657
```

Total charge ... 0
SMILES string ... CCNCCCS.O.O.O.O.O.O.O.O
LUMO energy ... 0.0069 Ha
2S+1 ... 1
HOMO level ... -0.32796 Ha
HOMO-LUMO gap ... 0.3349 Ha

=====

9.
# C2HN3

A 2-piece molecular cluster, C2HN3 overall at a distorted geometry (ωB97M-V/def2-TZVPD, OMol25).

Structure (XYZ):
```
6
Properties=species:S:1:pos:R:3
N 0.357 -1.174 -1.284
N -0.654 -0.181 2.138
N -0.546 -0.345 -1.388
C 0.183 -0.123 -0.241
C -0.284 -0.186 1.048
H 0.944 2.010 -0.273
```

Total charge ... 0
LUMO energy (spin up / spin down) ... -0.0648 / -0.0427 Ha
2S+1 ... 1
HOMO level (spin up / spin down) ... -0.41264 / -0.38339 Ha
HOMO-LUMO gap (spin up / spin down) ... 0.3478 / 0.3407 Ha

=====

10.
# C8H15N4

A 2-piece molecular cluster, C8H15N4 overall at a distorted geometry (ωB97M-V/def2-TZVPD, OMol25).

Structure (XYZ):
```
27
Properties=species:S:1:pos:R:3
N -4.025 -1.216 0.139
N -2.381 0.321 0.437
N 0.480 0.583 0.593
N 0.008 -0.612 0.171
C 2.271 -0.262 -0.585
C -3.422 0.995 0.080
C 1.216 -1.309 -0.276
C 2.358 2.163 0.271
C 1.721 -2.314 0.737
C 1.592 0.917 0.108
C -2.835 -1.028 0.515
C -4.589 0.094 -0.211
H -0.324 1.252 0.492
H -3.367 1.922 -0.381
H 3.164 -0.653 -0.151
H 2.488 0.099 -1.699
H -0.840 -0.968 0.470
H -5.581 0.164 0.256
H -4.749 0.236 -1.279
H 0.972 -1.806 -1.162
H 3.382 1.898 0.566
H -2.225 -1.961 0.737
H 2.380 2.780 -0.720
H 0.876 -2.797 1.096
H 2.349 -3.056 0.243
H 2.376 -1.831 1.454
H 1.697 2.757 1.050
```

Total charge ... +1
LUMO energy ... -0.1363 Ha
2S+1 ... 1
HOMO level ... -0.47853 Ha
HOMO-LUMO gap ... 0.3423 Ha

=====

no.,total energy (eV)
1,-38018.0987
2,-86368.8214
3,-127097.2302
4,-47556.9729
5,-114473.8445
6,-84238.7629
7,-17185.9733
8,-34357.6623
9,-6552.9232
10,-14489.5338